# 1
DFT (wB97M-V/def2-TZVPD) results for C41H43Cl2MnN3S2 as an isolated structure.

The geometry in XYZ format:
```
92
Properties=species:S:1:pos:R:3:forces:R:3
Mn -0.370134 -0.308165 0.282074 0.191 0.854 0.215
Cl -0.374121 -2.440444 -0.455257 -0.112 -1.081 -0.224
C 0.287573 -2.347037 -2.089727 0.075 0.060 -0.008
C 0.832792 -3.492261 -2.620640 0.021 -0.101 0.118
C 1.350467 -3.429580 -3.906287 0.055 -0.043 -0.072
C 1.286989 -2.253769 -4.631276 0.057 -0.072 -0.058
C 0.702384 -1.121423 -4.080516 0.061 -0.007 -0.042
Cl 0.580102 0.287493 -5.054351 -0.034 0.107 -0.009
C 0.219926 -1.140495 -2.776035 -0.108 0.079 0.165
S -0.668308 0.196071 -2.000080 -0.119 -0.071 -0.126
H 0.861696 -4.408471 -2.043848 -0.014 0.054 -0.043
H 1.800124 -4.310744 -4.346527 -0.034 0.050 0.018
H 1.677411 -2.204139 -5.639911 -0.035 0.002 0.055
C 4.409796 -4.271095 3.177128 0.035 0.047 0.035
C 3.886881 -4.277681 1.731746 0.004 0.071 0.038
C 4.762139 -5.198780 0.871647 0.057 -0.032 -0.068
C 2.468495 -4.846479 1.737586 -0.041 0.008 -0.022
C 3.936341 -2.850452 1.176079 0.025 -0.082 0.029
C 5.190638 -2.226199 0.997769 0.073 -0.020 -0.016
C 5.316507 -0.981673 0.428543 0.015 0.005 -0.005
C 4.149632 -0.318807 0.044195 0.056 0.033 0.047
S 3.991086 1.172270 -0.798407 0.031 0.136 -0.176
C 2.276664 0.989476 -0.809054 0.017 0.259 -0.072
N 1.834366 -0.074801 -0.200302 -0.183 -0.366 0.166
C 2.892877 -0.871828 0.265445 -0.106 -0.012 -0.058
C 2.796566 -2.154533 0.823490 -0.081 0.064 -0.036
C 1.457275 1.997391 -1.526642 0.123 0.039 0.101
C 1.959030 3.295009 -1.656582 0.077 0.010 0.080
C 1.288928 4.271594 -2.375256 -0.038 0.020 -0.018
C 0.086541 3.972865 -2.999362 0.033 0.061 -0.015
C -0.429408 2.692727 -2.890913 -0.042 0.030 -0.021
C 0.240135 1.720706 -2.157062 0.050 -0.137 -0.153
H 4.311121 -5.267053 3.618471 0.021 0.090 -0.050
H 3.842212 -3.562896 3.789906 0.034 -0.070 -0.022
H 5.464109 -3.988288 3.225323 -0.074 -0.005 -0.005
H 4.755748 -6.209394 1.287983 0.000 0.073 -0.034
H 5.801218 -4.865143 0.832738 -0.085 -0.037 0.008
H 4.384303 -5.250390 -0.153658 0.037 0.003 0.058
H 2.495762 -5.886936 2.064770 -0.003 0.044 -0.008
H 2.016213 -4.826404 0.740566 0.020 -0.011 0.061
H 1.822005 -4.305556 2.433698 -0.035 0.022 -0.016
H 6.093950 -2.753598 1.281986 -0.080 0.038 0.004
H 6.292123 -0.540018 0.260735 -0.080 -0.039 0.028
H 1.828928 -2.617626 0.916576 -0.014 0.015 0.097
H 2.891245 3.556709 -1.169902 -0.020 -0.036 -0.018
H 1.714380 5.264891 -2.452578 -0.032 -0.062 0.017
H -0.441284 4.724201 -3.575569 0.054 -0.067 0.045
H -1.355855 2.431303 -3.390848 0.060 0.018 0.043
C -3.709220 5.427333 2.645852 -0.038 -0.008 -0.014
C -2.186711 5.233151 2.744376 0.006 -0.030 -0.024
C -1.768021 5.328892 4.211178 0.037 -0.012 0.031
C -1.469474 6.333860 1.942889 -0.001 0.006 -0.008
C -1.816402 3.889978 2.134699 -0.015 0.078 0.046
C -2.157622 3.586064 0.816100 -0.010 0.075 -0.060
C -1.788067 2.380665 0.269978 0.053 0.000 0.039
N -1.106044 1.446297 0.951885 -0.143 0.177 -0.072
C -0.821999 1.700045 2.241451 0.101 -0.262 0.069
C -1.144700 2.896786 2.842088 -0.014 0.173 0.167
C -0.247697 0.548463 2.983679 -0.095 0.174 -0.124
C 0.175033 0.615610 4.292124 0.031 0.054 0.284
C 0.566858 -0.539245 4.972818 0.011 0.093 0.047
C 0.469799 -1.736864 4.266675 0.048 -0.096 0.032
C 0.072706 -1.726121 2.950871 0.042 -0.099 -0.060
N -0.251864 -0.607272 2.296295 -0.012 -0.101 -0.254
C 1.095404 -0.517133 6.398329 -0.042 -0.027 -0.012
C 0.461115 -1.657759 7.212168 -0.010 -0.010 0.011
C 0.808706 0.813362 7.096244 -0.037 0.027 0.004
C 2.617121 -0.730026 6.315930 0.054 -0.033 0.014
H -3.983504 6.370148 3.123992 0.017 -0.060 -0.043
H -4.246412 4.621652 3.153646 0.039 0.062 -0.029
H -4.052867 5.471818 1.609537 0.026 -0.016 0.076
H -2.051072 6.307339 4.599285 0.006 -0.026 0.000
H -0.685026 5.231360 4.334968 -0.073 0.008 -0.006
H -2.266726 4.575343 4.828245 0.029 0.057 -0.038
H -1.721008 7.309406 2.363215 0.011 -0.044 -0.028
H -1.772734 6.334242 0.892984 0.019 0.003 0.068
H -0.383789 6.213673 1.989911 -0.058 0.008 -0.001
H -2.711221 4.286760 0.203668 0.027 -0.048 0.050
H -2.057191 2.147375 -0.749162 0.008 -0.049 -0.017
H -0.899432 3.047061 3.882145 -0.011 0.019 -0.034
H 0.183730 1.571892 4.796280 0.024 -0.099 -0.014
H 0.714084 -2.684279 4.728875 -0.019 0.055 -0.019
H -0.003797 -2.649444 2.394083 0.065 -0.046 -0.053
H -0.630243 -1.632724 7.157297 0.062 0.014 0.017
H 0.747076 -1.554790 8.261089 -0.003 -0.018 -0.088
H 0.803156 -2.640527 6.880010 -0.041 0.065 0.022
H -0.262934 1.034864 7.124388 0.083 -0.018 0.004
H 1.333121 1.648394 6.624698 -0.029 -0.033 0.011
H 1.161222 0.757293 8.126481 -0.014 0.015 -0.034
H 2.860615 -1.675652 5.823164 -0.011 0.065 0.043
H 3.035147 -0.757148 7.324637 -0.016 0.004 -0.059
H 3.102315 0.081012 5.766776 -0.022 -0.041 0.023
```
Positions in Å, forces in eV/Å.

Calculated values
**Multiplicity**: 4
**LUMO level (spin up / spin down)**: -5.6 / -5.9 eV
**Total charge**: +2
**Frontier orbital gap (spin up / spin down)**: 7.998 / 7.733 eV
**⟨S²⟩**: 3.774
**E**: -125711.389 eV
**Energy relative to the best compared isomer or geometry (same formula, charge and spin)**: 0.0 kcal/mol
**Highest occupied orbital energy (spin up / spin down)**: -13.59 / -13.59 eV

---

# 2
DFT (wB97M-V/def2-TZVPD) results for a 5-piece molecular cluster, C16H21N5 overall.

The geometry in XYZ format:
```
42
Properties=species:S:1:pos:R:3:forces:R:3
C 2.447126 -0.184970 3.961337 1.194 -0.986 0.487
C 2.683886 0.161500 5.315057 1.272 -0.501 0.012
C 3.775046 -0.616020 5.728007 -0.207 1.152 1.055
N 4.268826 -1.381130 4.709207 -2.424 0.908 0.196
C 3.366546 -1.182150 3.680827 0.698 0.121 -1.953
H 1.785576 0.285270 3.248867 -0.017 -0.313 0.309
H 2.209366 0.980390 5.835297 0.009 -0.349 0.352
H 4.241286 -0.673970 6.700457 -0.031 0.188 -0.037
H 5.064146 -1.996140 4.805727 -0.469 -0.028 -0.364
H 3.532596 -1.626200 2.710437 0.059 -0.175 0.102
C -4.703974 -2.556850 -1.982943 0.397 1.266 0.593
C -4.557244 -2.448400 -0.567953 0.837 -0.778 0.356
C -3.511954 -1.599470 -0.329113 -0.462 -0.329 0.685
N -3.119124 -1.054600 -1.490543 0.496 0.358 -1.091
C -3.836004 -1.587400 -2.518343 -1.416 -2.208 0.018
H -5.320584 -3.270020 -2.509803 -0.113 0.370 -0.123
H -4.890704 -3.016270 0.288037 -0.634 -0.357 -0.469
H -2.965724 -1.530320 0.599997 -0.029 0.578 -0.120
H -2.289674 -0.482740 -1.561783 -0.308 0.068 -0.262
H -3.760324 -1.455680 -3.587603 0.662 0.677 0.240
C -1.390474 -0.879840 -6.500963 -0.787 1.923 -3.818
C -0.943614 -1.498420 -5.393813 0.188 -0.678 2.367
C -0.936704 -0.506250 -4.432973 1.517 -2.404 2.707
N -1.220004 0.670800 -4.944383 -0.754 1.637 -1.543
C -1.498344 0.477520 -6.270973 -0.600 -0.009 -0.280
H -1.635014 -1.272310 -7.476953 0.232 -0.302 0.046
H -0.699054 -2.543330 -5.272363 -0.124 0.153 0.203
H -0.700334 -0.641590 -3.387883 0.062 0.241 -0.048
H -1.333784 1.570960 -4.500673 0.198 -0.482 0.272
H -1.832024 1.281330 -6.910453 0.076 -0.105 0.087
C 2.990376 3.501770 3.139497 0.206 -0.648 -0.307
C 1.843186 4.337110 2.801957 1.087 -0.117 0.786
N 0.978456 5.053740 2.603157 -0.809 0.370 -0.349
H 2.759736 2.778930 3.922057 -0.212 0.032 -0.072
H 3.887096 4.028230 3.466367 -0.324 0.439 -0.104
H 3.262816 2.946430 2.242017 0.094 -0.133 0.052
C 0.605776 1.169230 1.032427 0.035 -1.227 -0.194
C -0.223594 0.758340 -0.113643 -0.857 -0.144 -1.360
N -0.863534 0.447470 -1.035253 1.740 0.912 1.959
H 1.645146 1.268010 0.719297 -0.148 0.848 -0.255
H 0.722436 0.299390 1.678847 -0.624 -0.074 0.141
H 0.162346 1.987670 1.599547 0.289 0.106 -0.276
```
Positions in Å, forces in eV/Å.

Calculated values
**LUMO level**: 0.2 eV
**Frontier orbital gap**: 7.727 eV
**E**: -24380.340 eV
**Energy relative to the best compared isomer or geometry (same formula, charge and spin)**: 42.4 kcal/mol
**Highest occupied orbital energy**: -7.52 eV

---

# 3
DFT (wB97M-V/def2-TZVPD) results for one molecule with the formula C4H13N3.

The geometry in XYZ format:
```
20
Properties=species:S:1:pos:R:3:forces:R:3
N -2.413654 -0.415100 -1.624135 0.395 -0.902 0.786
C -2.147995 0.149197 -0.274734 -0.440 0.393 0.648
C -0.895431 -0.429989 0.423258 -0.413 -0.043 -1.674
C 0.391968 0.300892 0.041184 1.096 -1.185 1.250
N 0.613069 1.321118 1.056901 -0.354 -0.081 0.447
C 1.550163 -0.733443 0.208016 0.131 0.612 -1.422
N 2.908370 -0.146249 0.121936 -0.389 0.012 0.538
H -2.175730 -1.405783 -1.587967 0.063 0.073 -0.172
H -3.408775 -0.426967 -1.815142 -0.044 0.329 0.023
H -2.069570 1.212691 -0.487300 0.139 0.325 0.576
H -2.950712 -0.004864 0.463731 -0.277 0.081 -0.507
H -0.971957 -1.474130 0.075496 0.849 0.036 0.213
H -0.877130 -0.458163 1.508876 -0.664 0.158 0.125
H 0.310593 0.685991 -0.970707 0.265 0.008 -0.328
H -0.189086 1.911247 1.216716 0.099 0.205 -0.110
H 1.465462 1.853188 1.002197 -0.055 0.110 -0.447
H 1.506425 -1.356154 -0.690453 -0.249 -0.363 0.253
H 1.374946 -1.344475 1.102210 -0.023 0.162 -0.030
H 3.151493 0.323886 0.989162 -0.140 0.044 -0.007
H 3.576084 -0.906513 0.061976 0.011 0.026 -0.164
```
Positions in Å, forces in eV/Å.

Calculated values
**LUMO level**: 1.1 eV
**Frontier orbital gap**: 10.095 eV
**E**: -8828.607 eV
**Energy relative to the best compared isomer or geometry (same formula, charge and spin)**: 18.6 kcal/mol
**Highest occupied orbital energy**: -8.98 eV

---

# 4
DFT (wB97M-V/def2-TZVPD) results for a 7-piece molecular cluster, C18H31N5O2 overall.

The geometry in XYZ format:
```
56
Properties=species:S:1:pos:R:3:forces:R:3
C -0.054061 0.029437 0.819437 0.331 -0.735 -0.236
C 1.148327 0.329176 1.662354 -0.584 1.172 1.964
C 1.668252 -1.039925 2.109427 0.328 2.679 -0.760
O 1.479996 -1.784734 0.951904 -0.591 -1.499 -0.710
C 0.548463 -1.119210 0.067957 0.423 -1.292 -0.685
H -0.370879 0.840350 0.163582 -0.133 -0.068 0.195
H -0.852919 -0.341404 1.461612 -0.316 0.203 -0.130
H 0.785767 0.799847 2.576200 0.481 0.839 -0.039
H 1.855362 0.944339 1.105777 0.212 -0.113 0.263
H 1.107000 -1.306412 3.005017 0.135 -0.796 -0.120
H 2.730071 -0.881634 2.298035 0.044 -0.705 0.389
H -0.154391 -1.870287 -0.292592 -0.144 -0.008 0.016
H 1.153265 -0.797360 -0.779808 -0.130 0.311 -0.271
C -0.533576 3.646907 -2.924062 -0.237 0.001 -0.022
C 0.492576 2.574900 -2.456087 -1.964 1.176 -0.368
C 0.701023 1.957844 -3.821631 0.818 -0.768 0.076
O 0.611163 2.951965 -4.887616 -0.474 0.315 1.550
C 0.128327 4.130817 -4.197300 1.442 0.679 1.330
H -0.649951 4.433377 -2.178383 -0.248 0.145 -0.201
H -1.489884 3.261467 -3.277638 -0.285 -0.469 0.784
H 0.071025 1.881787 -1.728089 -0.073 -0.203 -0.229
H 1.309494 3.078490 -1.939234 0.387 -0.091 -0.538
H -0.103631 1.236820 -3.965679 0.077 -0.167 -0.191
H 1.658123 1.438919 -3.768909 0.150 0.001 -0.950
H -0.397185 4.912210 -4.746260 -0.352 -0.853 -0.688
H 0.971900 4.670100 -3.766428 0.759 0.233 -0.554
C 0.602889 -3.822203 -2.909819 1.688 -1.460 -0.066
C 1.820418 -4.687317 -3.077827 0.362 -1.250 -0.014
N 2.717600 -5.402894 -3.264325 -1.263 1.278 0.350
H 1.000561 -2.888843 -3.308320 -1.084 0.406 0.162
H 0.305133 -3.833852 -1.861338 0.267 0.498 -0.025
H -0.200192 -4.322291 -3.451183 0.043 0.558 -0.385
C -3.266068 3.054280 -0.307686 1.043 0.824 0.475
C -4.027176 2.425355 -1.347549 -2.300 -1.351 -1.237
N -4.735699 1.928897 -2.127782 1.478 0.853 1.214
H -2.613118 2.368364 0.232016 0.034 -0.151 -0.284
H -3.830036 3.577985 0.464182 -0.509 -0.190 -0.298
H -2.660600 3.815265 -0.800033 0.290 0.000 0.166
C -0.959985 -1.595261 5.998309 0.795 0.695 0.501
C 0.475232 -1.436319 5.780286 -6.059 -0.718 0.851
N 1.564111 -1.434902 5.602373 6.367 0.303 -1.009
H -1.441785 -1.688919 5.025066 -0.260 -0.106 0.374
H -1.242273 -0.691628 6.538551 -0.595 0.007 -0.254
H -1.098382 -2.427395 6.688590 -0.257 -0.154 -0.391
C -3.686093 -1.134535 3.300733 -1.172 -0.140 -0.250
C -3.735467 0.216605 3.817891 1.056 -4.070 -1.552
N -3.785784 1.269431 4.175734 -0.261 4.563 1.631
H -4.419246 -1.112033 2.494458 -0.020 -0.376 -0.171
H -4.100738 -1.777403 4.077198 0.307 -0.323 -0.137
H -2.752122 -1.500079 2.873907 0.093 0.324 0.414
C 4.208769 -2.594521 -1.255922 -0.370 1.480 1.456
C 4.735589 -1.343909 -0.634509 -1.488 -4.445 -2.788
N 5.195288 -0.416010 -0.223305 1.728 4.010 1.949
H 3.234549 -2.625330 -0.768017 -0.267 -0.708 -0.131
H 4.830089 -3.413917 -0.894472 -0.179 -0.116 -0.564
H 4.050882 -2.484408 -2.328790 0.478 -0.229 0.138
```
Positions in Å, forces in eV/Å.

Calculated values
**LUMO level**: 0.0 eV
**Frontier orbital gap**: 9.784 eV
**E**: -30709.660 eV
**Energy relative to the best compared isomer or geometry (same formula, charge and spin)**: 150.7 kcal/mol
**Highest occupied orbital energy**: -9.82 eV